{"formula": "C37H40BF4O13", "method": "ωB97M-V with the def2-TZVPD basis set", "species": ["B", "F", "F", "F", "F", "C", "O", "H", "H", "H", "H", "C", "C", "C", "C", "C", "C", "O", "O", "H", "H", "H", "H", "H", "H", "C", "C", "C", "C", "C", "C", "O", "O", "H", "H", "H", "H", "H", "H", "C", "C", "C", "C", "C", "C", "O", "O", "H", "H", "H", "H", "H", "H", "C", "C", "C", "C", "C", "C", "O", "O", "H", "H", "H", "H", "H", "H", "C", "C", "C", "C", "C", "C", "O", "O", "H", "H", "H", "H", "H", "H", "C", "C", "C", "C", "C", "C", "O", "O", "H", "H", "H", "H", "H", "H"], "xyz": [[1.2961, -0.2056, -0.7302], [-0.0641, 0.0382, -0.4096], [1.7655, -1.0904, 0.2191], [1.3979, -0.7156, -1.9767], [1.9811, 0.9679, -0.4745], [0.1252, -2.3885, 2.8928], [0.4164, -3.0374, 1.6766], [0.9172, -2.4757, 3.6288], [-0.8080, -2.6804, 3.4615], [-0.1069, -1.2993, 2.5849], [0.8764, -2.5849, 0.9979], [-2.7935, 2.0681, 2.5663], [-4.0018, 1.9653, 3.2983], [-4.1229, 1.2374, 4.4995], [-2.9837, 0.4921, 4.9267], [-1.7826, 0.5154, 4.1566], [-1.6615, 1.2521, 2.9328], [-0.4943, 1.3026, 2.2527], [-5.2418, 1.1201, 5.2266], [-2.7323, 2.6518, 1.6120], [-4.8832, 2.6060, 2.9030], [-2.8691, -0.1983, 5.7802], [-0.9790, -0.1654, 4.4484], [-0.6182, 1.7147, 1.3242], [-5.7296, 1.9082, 5.1752], [1.1155, -6.3034, -2.8532], [0.2077, -6.3357, -1.7677], [-0.0327, -5.1012, -1.1474], [0.8045, -3.9766, -1.4644], [1.6363, -3.9667, -2.5779], [1.8387, -5.2240, -3.2314], [2.8980, -5.2500, -4.1445], [-0.6813, -5.1638, 0.0887], [1.3187, -7.4463, -3.3902], [-0.3800, -7.1055, -1.4458], [0.4459, -3.0810, -0.8960], [2.2842, -3.0461, -2.7454], [3.4137, -4.5988, -4.2839], [-0.4182, -4.5172, 0.6842], [-3.5472, 3.3638, -1.4714], [-2.1602, 3.0410, -1.3335], [-1.2373, 3.7484, -2.0466], [-1.6277, 4.5895, -3.0353], [-2.9453, 4.8170, -3.3150], [-3.9030, 4.3238, -2.3936], [-5.2555, 4.7361, -2.3998], [0.0764, 3.4661, -1.9523], [-4.2354, 3.0980, -0.8418], [-2.1680, 2.2791, -0.6627], [-0.9378, 5.0916, -3.9060], [-3.1106, 5.6299, -4.0794], [-5.8437, 4.6367, -1.6144], [0.2271, 2.7987, -1.2749], [-3.6491, -0.6483, 0.5216], [-4.8135, -0.9089, 1.1654], [-5.9681, -1.3548, 0.4472], [-5.9395, -1.5468, -0.9872], [-4.6759, -1.2321, -1.6801], [-3.5948, -0.6311, -0.8763], [-2.4065, -0.3809, -1.4678], [-7.1512, -1.5285, 1.1348], [-2.6136, -0.2769, 0.9202], [-4.9796, -0.5224, 2.2711], [-6.9131, -1.7289, -1.5310], [-4.4795, -1.3370, -2.6865], [-1.7330, -0.8659, -1.0220], [-6.9673, -1.2577, 2.0830], [4.1508, 0.2182, -5.7757], [5.5152, 0.5785, -6.0870], [6.2646, 1.0381, -5.0124], [5.7297, 1.0531, -3.7004], [4.3785, 0.6176, -3.4077], [3.5826, 0.1627, -4.5085], [2.4257, -0.3596, -4.2251], [7.5087, 1.4180, -5.2335], [3.6425, -0.3619, -6.3189], [5.9733, 0.3454, -7.0049], [6.4311, 1.3048, -2.8573], [4.0584, 0.5436, -2.4003], [2.0670, -0.7694, -3.4050], [8.1130, 1.5644, -4.4920], [5.0165, 1.0921, 4.0734], [4.7416, 1.6035, 5.3839], [3.3626, 1.9201, 5.7585], [2.3791, 1.5821, 4.8852], [2.5496, 1.0803, 3.6136], [3.9023, 0.8264, 3.1249], [4.1474, 0.4354, 1.8808], [3.0914, 2.4764, 6.9494], [6.0516, 0.9805, 3.9330], [5.4767, 1.9207, 6.0196], [1.5122, 1.6365, 5.2567], [1.8759, 0.7907, 2.8959], [3.4806, 0.0130, 1.4019], [3.7704, 3.0072, 7.4880]], "gap_ev": 7.3980, "relative_energy_kj_mol": 24.1, "total_charge": -1, "homo_ev": -5.51, "max_force_ev_per_a": 11.59}